Version one
An isolated ion of composition C3H11N2 and charge +1. Source: OMol25; level of theory: ωB97M-V/def2-TZVPD.

Last column: natural (NBO) charge in e.
Atoms and positions in Å:
C1 1.66403 -0.63305 0.00151  -0.428
N1 0.29960 -0.12844 -0.39190  -0.366
C2 0.49930 1.27767 -0.02097  -0.450
C3 -0.97122 -0.78118 0.23559  -0.036
N2 -2.02240 0.11551 -0.02232  -0.830
H1 1.67938 -0.46186 1.14564  0.236
H2 1.87770 -1.72941 -0.21346  0.251
H3 2.43580 0.03686 -0.38382  0.243
H4 -0.00152 -0.11581 -1.33318  0.429
H5 0.06227 1.47330 0.99030  0.243
H6 1.55406 1.59349 0.05866  0.238
H7 0.01826 1.99943 -0.76297  0.253
H8 -1.12129 -1.59900 -0.38767  0.198
H9 -0.75164 -1.20681 1.19064  0.233
H10 -2.69175 0.19425 0.70774  0.403
H11 -2.53059 -0.03496 -0.81379  0.383

SMILES string   C[NH+](C)CN
HOMO   -14.8 eV
Multiplicity   1
Net charge   +1
Gap between HOMO and LUMO   11.78 eV

Version two
An isolated ion of composition C3H11N2 and charge +1. Source: OMol25; level of theory: ωB97M-V/def2-TZVPD.

Last column: natural (NBO) charge in e.
Atoms and positions in Å:
C1 0.54392 0.98851 1.94481  -0.426
N1 0.28177 0.67526 0.51276  -0.507
C2 -0.25056 -0.71220 0.31224  -0.234
C3 -0.15837 -1.08418 -1.18623  -0.258
N2 -0.54598 0.15337 -1.94702  -0.887
H1 -0.29567 0.64190 2.52671  0.240
H2 1.42403 0.43525 2.28510  0.236
H3 0.75272 2.10687 2.04916  0.248
H4 1.07116 0.61584 -0.13434  0.437
H5 -0.18304 1.47720 0.08435  0.463
H6 0.33522 -1.34715 0.98768  0.231
H7 -1.30809 -0.84969 0.54138  0.237
H8 0.82670 -1.54225 -1.33361  0.216
H9 -0.94362 -1.79753 -1.43260  0.227
H10 -1.45641 -0.07024 -2.35344  0.383
H11 -0.09378 0.30903 -2.85694  0.394

SMILES string   C[NH2+]CCN
HOMO   -14.6 eV
Multiplicity   1
Net charge   +1
Gap between HOMO and LUMO   11.40 eV

Version three
A 2-piece molecular cluster, C3H11N2 overall. Source: OMol25; level of theory: ωB97M-V/def2-TZVPD.

Last column: natural (NBO) charge in e.
Atoms and positions in Å:
C1 0.09203 -1.15704 -2.69422  0.050
N1 -0.70118 -0.79936 -1.76889  -0.687
H1 1.14260 -0.87614 -2.73493  0.185
H2 -0.22210 -1.85611 -3.46974  0.182
H3 -1.51321 -1.40631 -1.81924  0.372
H4 -0.67871 0.36577 -0.56017  0.460
C2 1.20645 0.13880 1.71262  -0.613
C3 -0.32216 0.38821 1.59142  -0.212
N2 -0.61336 1.05515 0.26441  -0.716
H5 1.69793 1.04772 1.38816  0.210
H6 1.32873 -0.08681 2.76662  0.249
H7 1.49403 -0.69437 1.07561  0.225
H8 -0.87841 -0.54209 1.60075  0.226
H9 -0.60703 1.11011 2.35142  0.221
H10 -1.50390 1.55075 0.28170  0.426
H11 0.07830 1.76172 0.01447  0.421

HOMO   -15.2 eV
Multiplicity   1
Net charge   +1
Gap between HOMO and LUMO   12.16 eV

The computed energies, referenced to the most stable structure and given in hartree, are version one 0.0366; version two 0.0104; version three 0.0000.

Version one
A 2-piece molecular cluster, C3H11N2 overall. Source: OMol25; level of theory: ωB97M-V/def2-TZVPD.

Last column: natural (NBO) charge in e.
Atoms and positions in Å:
C1 -0.77938 -1.73395 -1.59912  -0.005
N1 -0.72103 -0.40871 -1.73443  -0.706
H1 -0.79019 -2.42902 -2.45837  0.178
H2 -1.18109 -2.22478 -0.76473  0.182
H3 0.68309 -0.00301 -0.37643  0.460
H4 -0.93559 -0.16305 -2.72970  0.385
C2 0.55763 -0.40118 1.70364  -0.412
N2 0.76951 0.51113 0.51947  -0.518
C3 -0.12315 1.75847 0.37330  -0.412
H5 -0.25789 -1.08107 1.55807  0.234
H6 0.30966 0.32133 2.51004  0.234
H7 1.56518 -0.94375 1.75814  0.240
H8 1.72621 0.80655 0.49839  0.420
H9 0.50142 2.45297 -0.33515  0.236
H10 -0.90955 1.39929 -0.23918  0.254
H11 -0.41482 2.13878 1.31608  0.231

HOMO   -14.5 eV
Multiplicity   1
Net charge   +1
Gap between HOMO and LUMO   10.97 eV

Version two
An isolated ion of composition C3H11N2 and charge +1. Source: OMol25; level of theory: ωB97M-V/def2-TZVPD.

Last column: natural (NBO) charge in e.
Atoms and positions in Å:
C1 -0.98528 -1.14317 -0.46939  -0.697
C2 -0.28972 0.18867 -0.34737  -0.073
N1 -1.21394 1.29316 0.02874  -0.669
C3 0.90317 0.04135 0.69538  -0.216
N2 2.03913 -0.36543 -0.09493  -0.834
H1 -0.95588 -1.76626 0.42625  0.233
H2 -0.34276 -1.69707 -1.16892  0.275
H3 -1.90615 -1.36287 -1.00968  0.257
H4 0.15144 0.42291 -1.31782  0.242
H5 -1.88966 1.60752 -0.67149  0.449
H6 -0.75161 2.15183 0.34810  0.439
H7 -1.75175 0.95390 0.83150  0.439
H8 1.04625 1.01743 1.17267  0.175
H9 0.61969 -0.70463 1.44270  0.217
H10 2.69584 0.39527 -0.24759  0.376
H11 2.63122 -1.03262 0.38185  0.385

SMILES string   C[C@@H]([NH3+])CN
HOMO   -13.7 eV
Multiplicity   1
Net charge   +1
Gap between HOMO and LUMO   10.05 eV

Version three
A 2-piece molecular cluster, C3H11N2 overall. Source: OMol25; level of theory: ωB97M-V/def2-TZVPD.

Last column: natural (NBO) charge in e.
Atoms and positions in Å:
C1 -1.63656 0.16047 -2.15591  -0.412
N1 -0.83320 1.00174 -1.15482  -0.709
H1 -0.89991 -0.19930 -2.85505  0.235
H2 -2.10160 -0.67985 -1.64384  0.235
H3 -2.46212 0.78083 -2.47513  0.238
H4 0.06965 1.16330 -1.58828  0.435
H5 -0.62264 0.53877 -0.22595  0.475
H6 -1.37016 1.83316 -0.91999  0.435
C2 1.98929 -0.12649 0.82888  -0.446
C3 0.08089 -0.97486 1.89394  0.014
N2 0.52661 -0.28295 0.94040  -0.494
H7 2.37674 0.26039 1.77415  0.217
H8 2.20586 0.57929 0.03449  0.196
H9 2.43574 -1.10243 0.67159  0.228
H10 -0.88912 -1.45564 1.80214  0.183
H11 0.66081 -1.26542 2.77491  0.172

HOMO   -14.0 eV
Multiplicity   1
Net charge   +1
Gap between HOMO and LUMO   10.72 eV

Version four
A 2-piece molecular cluster, C3H11N2 overall. Source: OMol25; level of theory: ωB97M-V/def2-TZVPD.

Last column: natural (NBO) charge in e.
Atoms and positions in Å:
C1 0.42991 0.70828 -1.42628  -0.451
C2 -1.69204 0.36024 -0.13838  -0.388
C3 0.68479 -0.10952 0.84492  0.156
N1 0.42796 -1.16620 1.75732  -0.795
N2 -0.17700 0.00447 -0.36037  -0.413
H1 0.56087 1.75552 -1.10161  0.234
H2 1.45327 0.27052 -1.58830  0.270
H3 -0.23177 0.85428 -2.37560  0.257
H4 -2.00951 0.60824 -1.05643  0.221
H5 -2.30896 -0.51453 0.11941  0.250
H6 -1.86112 1.15989 0.58407  0.251
H7 2.57364 -0.38898 0.12200  -0.045
H8 0.87957 0.73069 1.37800  0.200
H9 0.97693 -1.17627 2.59335  0.428
H10 0.32165 -2.06202 1.26189  0.383
H11 -0.02820 -1.03459 -0.61398  0.444

HOMO (alpha / beta)   -13.0 / -13.3 eV
Multiplicity   1
Net charge   +1
Gap between HOMO and LUMO (alpha / beta)   8.68 / 9.02 eV

The computed energies, referenced to the most stable structure and given in hartree, are version one 0.0480; version two 0.0000; version three 0.0189; version four 0.1584.

Version one
A 2-piece molecular cluster, C9H14O overall. Source: OMol25; level of theory: ωB97M-V/def2-TZVPD.

Last column: natural (NBO) charge in e.
Atoms and positions in Å:
C1 -0.20163 -2.57024 0.73021  -0.668
C2 -0.23814 1.39016 2.29145  0.456
C3 0.83484 0.51346 2.62093  -0.228
C4 -1.29099 0.93504 1.44941  -0.183
C5 0.75129 -0.76894 2.19338  -0.166
C6 -1.34893 -0.34087 0.98548  -0.184
C7 -0.31757 -1.23233 1.37588  0.203
O1 -0.30269 2.59386 2.74164  -0.549
H1 0.14930 2.75060 3.58781  0.527
H2 1.62368 0.84588 3.28291  0.249
H3 -1.94226 1.73267 1.11882  0.258
H4 1.49830 -1.47907 2.49998  0.248
H5 -2.20164 -0.58719 0.36840  0.259
H6 -0.60108 -2.44871 -0.27806  0.254
H7 -0.80448 -3.32821 1.23249  0.276
H8 0.81745 -2.88613 0.70201  0.246
C8 0.20858 1.20773 -3.75378  -0.611
C9 0.70630 -0.01844 -2.95901  -0.610
H9 0.28449 2.17032 -3.24790  0.203
H10 0.76545 1.28282 -4.68544  0.216
H11 -0.85609 1.10760 -3.97412  0.205
H12 0.65439 0.25201 -1.90045  0.178
H13 1.73052 -0.23508 -3.24514  0.216
H14 0.08089 -0.88694 -3.13691  0.205

HOMO (alpha / beta)   -14.0 / -14.3 eV
Multiplicity   2
Net charge   +1
Gap between HOMO and LUMO (alpha / beta)   10.21 / 6.78 eV

Version two
A 2-piece molecular cluster, C9H14O overall. Source: OMol25; level of theory: ωB97M-V/def2-TZVPD.

Last column: natural (NBO) charge in e.
Atoms and positions in Å:
C1 -2.41859 -0.48157 -1.70773  -0.683
C2 -0.80498 1.27451 -1.00930  -0.187
C3 -1.61909 0.14404 -0.62764  0.209
C4 0.05576 1.75550 -0.07901  -0.176
C5 0.06880 1.23022 1.25818  0.465
C6 -1.35207 -0.49867 0.61295  -0.155
C7 -0.49944 -0.02030 1.57336  -0.243
O1 0.70197 2.00458 2.12570  -0.578
H1 -1.12667 1.75494 -1.90920  0.252
H2 0.88471 2.39892 -0.35758  0.267
H3 -2.91147 -1.37041 -1.33222  0.242
H4 -3.20135 0.16377 -2.05439  0.269
H5 -1.83976 -1.46529 0.69948  0.245
H6 0.20461 2.09303 2.96450  0.527
H7 -0.39006 -0.59281 2.47620  0.270
H8 -1.81352 -0.69854 -2.58851  0.274
C8 2.11085 -2.84206 -0.87484  -0.601
C9 2.75090 -1.44264 -0.79641  -0.603
H9 1.20919 -2.89213 -0.26818  0.188
H10 1.75161 -2.99578 -1.89855  0.201
H11 2.84202 -3.60124 -0.66221  0.221
H12 3.55509 -1.28178 -1.50999  0.221
H13 2.03285 -0.64587 -1.01590  0.173
H14 3.07156 -1.36716 0.23033  0.202

HOMO (alpha / beta)   -14.1 / -14.5 eV
Multiplicity   2
Net charge   +1
Gap between HOMO and LUMO (alpha / beta)   9.95 / 6.98 eV

Version three
A 2-piece molecular cluster, C9H14O overall. Source: OMol25; level of theory: ωB97M-V/def2-TZVPD.

Last column: natural (NBO) charge in e.
Atoms and positions in Å:
C1 0.95958 1.88556 -0.67763  -0.704
C2 -2.65661 0.80595 -0.38830  -0.019
C3 -2.73029 0.51615 1.01247  -0.001
C4 -1.47473 1.16303 -1.04706  -0.232
C5 -0.35673 1.32059 -0.24893  0.195
C6 -1.58615 0.63237 1.74643  -0.237
C7 -0.44138 1.04011 1.11642  -0.054
H1 -3.50915 0.59626 -0.82439  0.219
H2 -3.74092 0.47317 1.45717  0.255
H3 -1.39009 1.27523 -2.02758  0.242
H4 -1.60543 0.28187 2.72006  0.249
H5 1.33059 2.81839 -0.02733  0.283
H6 1.18429 2.31939 -1.70202  0.274
H7 0.40443 1.31508 1.76039  0.249
H8 1.66407 1.06238 -0.56110  0.272
C8 2.00788 -1.74576 0.18275  -0.083
C9 1.48563 -1.94078 -1.20515  -0.675
O1 1.13474 -2.65958 1.01842  -0.729
H9 2.99789 -2.16629 0.39432  0.217
H10 2.01451 -0.63844 0.50517  0.142
H11 0.62867 -1.33736 -1.69806  0.190
H12 0.60975 -2.17002 1.58894  0.456
H13 0.94064 -2.94027 -1.08002  0.262
H14 2.12880 -1.90704 -2.01497  0.228

HOMO (alpha / beta)   -13.5 / -13.5 eV
Multiplicity   2
Net charge   +1
Gap between HOMO and LUMO (alpha / beta)   8.99 / 4.95 eV

The computed energies, referenced to the most stable structure and given in hartree, are version one 0.0000; version two 0.0192; version three 0.1048.